No. 1
# C24H27N5O2S

The molecule C24H27N5O2S (ωB97M-V/def2-TZVPD, the OMol25 dataset).

XYZ file:
```
59
Properties=species:S:1:pos:R:3:forces:R:3:nbo_charge:R:1
C -0.09936 3.23883 -0.08651 -0.17 -0.04 -0.12 -0.60
C -1.60923 3.02811 -0.09829 0.10 0.12 0.16 -0.41
C -2.26808 3.20868 1.27470 -0.03 -0.26 -0.08 -0.41
H -3.28427 3.58433 1.14135 -0.03 0.04 0.07 0.21
C -2.38573 1.91981 2.09309 -0.46 0.51 0.01 -0.21
N -1.10020 1.39009 2.50368 0.02 0.04 0.38 -0.22
N -0.56189 0.51451 1.68050 0.61 -0.64 -0.43 -0.19
C 0.60023 -0.01726 1.90466 -0.43 0.45 0.27 0.06
C 1.35754 0.30372 3.08836 -0.11 0.33 0.39 0.01
C 2.60328 -0.24966 3.41015 0.14 -0.11 -0.04 -0.20
C 3.24533 0.12154 4.56967 -0.04 0.00 -0.05 -0.19
C 2.67301 1.04933 5.43848 -0.09 0.07 0.02 -0.20
C 1.45041 1.60585 5.14037 -0.07 0.03 0.00 -0.16
C 0.78186 1.24086 3.97058 0.35 -0.29 -0.13 -0.15
C -0.51615 1.84750 3.67563 -0.03 -0.01 0.03 0.63
O -1.08020 2.67498 4.36677 0.04 0.07 0.05 -0.61
H 0.97877 2.32691 5.79069 -0.02 0.05 0.05 0.24
H 3.19022 1.32975 6.34387 0.03 0.03 0.07 0.22
H 4.20548 -0.31122 4.80917 0.07 -0.05 0.00 0.22
H 3.04469 -0.96503 2.73597 0.02 -0.01 -0.01 0.26
C 1.09332 -0.91711 0.81377 -0.38 -0.16 -0.44 0.66
O 2.14883 -1.52453 0.84003 0.27 -0.03 0.15 -0.63
N 0.23318 -0.98591 -0.22290 -0.18 0.00 -0.23 -0.62
H -0.56699 -0.36639 -0.21613 0.09 0.02 0.02 0.45
C 0.57786 -1.56520 -1.49657 0.00 -0.34 0.06 -0.09
C 0.25838 -0.56376 -2.55882 0.08 0.15 0.00 0.41
N -0.62759 0.37854 -2.41820 -0.06 -0.23 0.55 -0.52
C -0.63616 1.06673 -3.60682 0.43 -0.20 -0.63 0.16
C -1.38222 2.16940 -4.00546 0.08 -0.09 -0.01 -0.23
C -1.17172 2.65452 -5.27908 -0.12 0.15 0.00 -0.23
C -0.24729 2.06858 -6.14605 0.08 -0.04 -0.10 -0.21
C 0.50435 0.97295 -5.77026 0.09 -0.06 -0.07 -0.23
C 0.29912 0.48202 -4.49218 -0.50 0.50 0.06 0.08
N 0.85223 -0.56134 -3.78951 0.06 -0.18 0.12 -0.54
H 1.56949 -1.18923 -4.11107 -0.04 0.04 0.07 0.42
H 1.21954 0.52085 -6.44088 0.06 -0.01 -0.10 0.21
H -0.11776 2.48408 -7.13409 0.02 0.03 -0.08 0.21
H -1.73407 3.51076 -5.62056 -0.05 0.07 -0.02 0.21
H -2.09531 2.62051 -3.33495 -0.10 0.06 0.10 0.22
H 1.65243 -1.79060 -1.48066 -0.15 0.07 -0.03 0.24
C -0.20998 -2.86685 -1.74410 0.33 0.11 0.18 -0.40
C 0.18260 -3.94073 -0.74237 -0.39 -0.37 -0.24 -0.52
H -0.00575 -3.61910 0.28118 0.12 0.05 0.03 0.22
H 1.23760 -4.19340 -0.84125 0.05 0.04 0.08 0.23
S -0.72039 -5.49833 -1.01849 0.03 0.05 0.15 0.18
C -2.31943 -5.07100 -0.27332 0.48 0.05 -0.24 -0.74
H -2.16342 -4.75458 0.75417 -0.10 0.01 0.09 0.21
H -2.92328 -5.97179 -0.29709 -0.10 -0.04 0.03 0.23
H -2.80438 -4.28807 -0.84885 -0.15 0.04 0.05 0.21
H -1.27518 -2.64151 -1.66305 -0.02 0.02 -0.08 0.21
H -0.01365 -3.22612 -2.75632 -0.06 0.00 -0.02 0.21
H -2.95230 2.12389 3.00499 0.04 -0.11 -0.14 0.23
H -2.88247 1.14487 1.50651 0.07 0.02 0.11 0.21
H -1.71770 3.94787 1.85905 -0.06 0.08 0.06 0.21
H -1.82627 2.03295 -0.49022 -0.08 -0.01 -0.09 0.21
H -2.04323 3.75536 -0.78786 -0.05 -0.05 -0.06 0.20
H 0.14461 4.24484 0.24941 0.06 0.10 0.04 0.20
H 0.40031 2.52991 0.56702 0.12 -0.05 0.07 0.19
H 0.29766 3.10384 -1.09002 0.14 0.00 -0.08 0.21
```
Positions in Å, forces in eV/Å.

Energy above the lowest of the compared OMol25 structures with the same formula, charge and spin (kcal/mol): 4.5
HOMO-LUMO gap (eV): 8.50
SMILES string: CCCCn1nc(C(=O)N[C@@H](CCSC)c2nc3ccccc3[nH]2)c2ccccc2c1=O
Electronic energy (hartree): -1753.27127
2S+1: 1
E_HOMO (Eh): -0.313
F_max (eV/A): 1.0
Lowest unoccupied orbital energy (eV): 0.0

No. 2
# C15H26Br2NO10

A cluster of 3 separate species, C15H26Br2NO10 in total at a distorted geometry (ωB97M-V/def2-TZVPD, the OMol25 dataset).

XYZ file:
```
54
Properties=species:S:1:pos:R:3:forces:R:3:nbo_charge:R:1
C 2.13233 1.93664 0.00724 0.25 1.46 -0.65 -0.63
C 2.17265 3.29984 -0.79617 -0.76 -1.31 -0.44 -0.25
Br 3.04941 4.74319 0.21181 -0.31 -0.55 -0.31 -0.01
C 0.71083 3.64497 -1.24538 0.76 -0.21 1.23 -0.06
Br 0.88918 4.96662 -2.72866 -0.31 -0.46 0.41 -0.01
N -0.12804 4.13783 -0.17586 -0.17 -0.15 -0.93 -0.65
C -1.53414 4.26000 -0.63481 -0.15 0.15 -0.08 -0.15
C -2.57037 3.45426 0.23620 -0.33 -0.61 -0.18 -0.51
C -3.20039 2.34420 -0.65950 0.31 0.79 0.85 0.79
O -4.10505 2.60812 -1.38925 -0.38 -0.22 -0.55 -0.58
O -2.67766 1.05683 -0.63020 0.72 0.82 -0.02 -0.73
C -1.96735 5.78038 -0.74661 -1.07 1.53 -1.66 0.74
O -1.82863 6.57112 0.19457 0.62 -0.95 1.33 -0.75
O -2.48180 6.12489 -1.85227 0.41 -1.40 0.28 -0.78
H 1.72741 1.18627 -0.70841 0.21 0.30 0.74 0.21
H 1.46502 2.10252 0.87540 0.50 -0.56 -0.35 0.21
H 3.16483 1.67691 0.31358 -0.73 -0.03 0.00 0.22
H 2.74718 3.13934 -1.73551 -0.19 0.33 0.84 0.23
H 0.27369 2.69554 -1.64234 0.44 0.75 -0.49 0.18
H -0.03938 3.58282 0.67020 0.14 0.13 -0.22 0.37
H -1.58224 3.85116 -1.67061 -0.07 0.40 0.57 0.20
H -2.13660 3.04265 1.17245 -0.13 0.23 -0.59 0.21
H -3.41967 4.12312 0.49247 0.64 -0.43 -0.09 0.26
H -2.70126 0.74824 -1.55159 -0.40 -0.11 0.33 0.49
C -5.90576 -1.27589 -1.05536 -0.01 -0.12 -0.25 -0.64
C -5.38200 -2.00933 0.16139 0.02 0.65 -0.08 -0.07
O -5.69297 -3.41123 0.09349 0.15 -0.29 0.09 -0.50
C -4.89051 -4.14101 -0.68170 -0.21 0.24 0.01 0.98
O -3.94290 -3.73868 -1.30589 -0.03 -0.15 0.07 -0.64
O -5.33294 -5.40653 -0.66248 0.07 0.04 0.07 -0.50
C -4.60276 -6.28752 -1.51349 0.10 -0.27 -0.14 -0.26
H -6.97083 -1.47268 -1.19491 0.00 0.07 0.14 0.21
H -5.75420 -0.20040 -0.95178 0.02 -0.03 0.03 0.24
H -5.39909 -1.60790 -1.96280 0.09 0.05 0.08 0.22
H -5.87144 -1.62786 1.05746 -0.07 -0.30 0.02 0.19
H -4.30948 -1.85725 0.29021 -0.02 -0.17 -0.12 0.20
H -3.53307 -6.23503 -1.31282 -0.05 0.13 -0.08 0.20
H -4.80724 -6.05255 -2.55861 0.14 0.06 0.03 0.19
H -4.94541 -7.30028 -1.30931 -0.15 0.14 0.14 0.19
C 5.59628 -4.21585 2.04775 0.20 0.11 0.20 -0.64
C 5.02892 -3.26306 1.01488 0.02 -0.54 -0.08 -0.07
O 4.88475 -1.94480 1.55642 0.03 0.19 -0.13 -0.49
C 6.00454 -1.21699 1.60268 -0.10 -0.03 0.16 0.98
O 7.09455 -1.56574 1.22570 -0.10 0.04 -0.01 -0.65
O 5.70880 -0.03846 2.15804 0.00 -0.12 -0.13 -0.49
C 6.83494 0.82075 2.33675 0.21 0.34 0.08 -0.26
H 4.99979 -4.18927 2.96173 -0.10 -0.06 -0.10 0.21
H 5.61126 -5.23668 1.66300 -0.04 0.03 -0.01 0.21
H 6.61464 -3.93640 2.32157 -0.01 -0.02 -0.12 0.22
H 4.02961 -3.58885 0.72579 -0.06 0.28 0.10 0.19
H 5.63717 -3.24421 0.10920 0.09 0.16 0.12 0.19
H 7.38757 0.94730 1.40654 0.01 -0.15 0.06 0.20
H 7.48557 0.42579 3.11783 0.06 -0.05 -0.14 0.18
H 6.46227 1.79316 2.65200 -0.23 -0.15 -0.02 0.20
```
Positions in Å, forces in eV/Å.

HOMO-LUMO gap (eV): 6.13
Electronic energy (hartree): -6542.42987
Charge: -1
2S+1: 1
E_HOMO (Eh): -0.148
F_max (eV/A): 2.5
Lowest unoccupied orbital energy (eV): 2.1

No. 3
# CHNO5S

The molecule CHNO5S at a distorted geometry (ωB97M-V/def2-TZVPD, the OMol25 dataset).

XYZ file:
```
9
Properties=species:S:1:pos:R:3:forces:R:3:nbo_charge:R:1
C 1.32182 0.24155 -0.48291 1.98 3.08 -0.63 0.80
N 0.98736 0.67699 0.82417 -0.20 0.83 2.36 0.08
O 2.28955 0.76535 -0.98265 -1.00 -1.12 0.06 -0.50
O 0.63846 -0.76171 -0.93677 -1.17 -1.41 -0.61 -0.68
O 0.51627 1.77145 1.00202 0.23 -0.86 -0.81 -0.21
O -1.92665 -0.31191 -0.57612 0.98 -1.18 -2.73 -0.90
O -0.77526 -1.20610 1.23584 1.08 -1.01 -0.60 -0.89
S -0.77402 -1.40686 -0.20340 -2.12 1.37 1.74 1.78
H -2.27753 0.23123 0.11982 0.23 0.30 1.23 0.52
```
Positions in Å, forces in eV/Å.

Energy above the lowest of the compared OMol25 structures with the same formula, charge and spin (kcal/mol): 28.2
HOMO-LUMO gap (eV): 8.82
Electronic energy (hartree): -867.71958
2S+1: 1
E_HOMO (Eh): -0.362
F_max (eV/A): 3.7
Lowest unoccupied orbital energy (eV): -1.0

No. 4
# CFO4SV

A structure of composition CFO4SV at a distorted geometry (ωB97M-V/def2-TZVPD, the OMol25 dataset).

XYZ file:
```
8
Properties=species:S:1:pos:R:3:forces:R:3:nbo_charge:R:1
S -1.51028 -0.79631 -0.42383 0.79 1.97 0.54 1.77
F -2.01844 -0.90150 1.17363 0.31 -0.03 -0.79 -0.55
O -2.01684 0.50740 -0.86055 0.27 -1.51 0.40 -0.92
O 0.05445 -0.67207 -0.18503 -1.43 -0.38 0.47 -0.91
C 0.83038 0.57175 0.59553 -0.95 1.60 -1.05 1.03
O 1.90968 0.60422 0.00768 0.52 -0.41 0.36 -0.80
O 0.17903 1.25597 1.33033 0.61 -1.39 -0.21 -0.59
V 2.57202 -0.56946 -1.63775 -0.12 0.15 0.28 -0.03
```
Positions in Å, forces in eV/Å.

Energy above the lowest of the compared OMol25 structures with the same formula, charge and spin (kcal/mol): 2.0
HOMO-LUMO gap (spin up / spin down) (eV): 5.89 / 5.00
Electronic energy (hartree): -1781.10056
Charge: -1
2S+1: 4
E_HOMO (spin up / spin down) (Eh): -0.099 / -0.064
F_max (eV/A): 2.2
Lowest unoccupied orbital energy (spin up / spin down) (eV): 3.2 / 3.3